The following is a quantum chemistry calculation of the molecule C4H5ClN2 at a distorted geometry, from the OMol25 dataset.

The geometry in ORCA input format:
```
! RIJCOSX wB97M-V def2-TZVPD def2/J DEFGRID3
* xyz 0 1
C 0.022 -0.875 -0.075
C -1.243 -1.220 -0.003
C 0.279 0.552 -0.042
C 1.709 1.007 -0.064
N -0.680 1.310 -0.052
N -2.103 -0.173 0.319
Cl -3.626 0.200 -0.280
H 0.940 -1.566 -0.203
H -1.586 -2.261 0.306
H 1.913 2.063 -0.140
H 2.063 0.725 0.900
H 2.311 0.238 -0.667
*
```

Calculated values
Energy relative to the best compared isomer or geometry (same formula, charge and spin)   501.8 kJ/mol
LUMO energy (spin up / spin down)   -0.2981 / -0.5079 eV
Frontier orbital gap (spin up / spin down)   8.4 / 8.1 eV
HOMO (spin up / spin down)   -0.320 / -0.316 Ha